99
Properties=species:S:1:pos:R:3:mulliken_charge:R:1 method="wB97M-V/def2-TZVPD" spin_multiplicity=1 charge=-1 gap_ev=7.26 e_lumo_ev=2.1
N -4.5807 -1.7126 -3.7509 -0.5499
C -4.4722 -0.6705 -2.6744 -0.5239
P -4.0744 -1.5032 -0.9767 -0.2675
Br -4.1376 -2.4936 1.1169 -0.4373
O -3.8957 0.1259 -0.4122 -0.5129
C -2.5103 0.3499 -0.0297 -0.4912
C -1.5023 -0.6156 -0.8500 0.6375
C -0.9120 -0.0938 -2.2428 -0.6105
C -1.0532 -1.1171 -3.4492 0.2406
F -0.0629 -0.7223 -4.4507 -0.4045
S -0.1572 -1.5348 0.0535 1.3436
O -0.7709 -2.3822 1.1456 -0.5466
O 0.4183 -2.5276 -0.9434 -0.8655
C 1.2802 -0.4969 0.6242 0.3191
F 1.8265 -1.1545 1.7622 -0.0855
F 2.3477 -0.4368 -0.3070 -0.1344
C 0.9488 0.9936 1.0784 0.3231
F 2.2109 1.6344 1.2570 -0.3152
F 0.3090 1.7649 0.0724 -0.1965
C 0.2198 1.1229 2.5067 0.5390
F -0.6574 0.0854 2.7946 -0.1484
F 1.2460 1.0488 3.4880 -0.3125
C -0.4399 2.5832 2.7319 0.6217
F -0.5034 2.8341 4.1223 -0.2883
F 0.3902 3.6077 2.2299 -0.2292
F -1.7501 2.6718 2.2071 -0.1240
O -2.3666 -1.7139 -1.2515 0.0926
H -4.6050 -1.2745 -4.6851 0.1858
H -5.4436 -2.2598 -3.6329 0.2344
H -5.4972 -0.1786 -2.5500 0.3726
H -3.6850 0.1225 -2.9281 0.1727
H -5.5051 -1.3700 -0.7617 -0.0069
H -4.2292 -2.8079 -1.5566 0.1048
H -2.5058 -0.0998 1.0223 0.2535
H -2.2490 1.4597 -0.0566 0.1124
H -1.4341 0.8742 -2.5385 0.3691
H 0.1878 0.1648 -2.0724 0.0514
H -0.8181 -2.1933 -3.1925 0.0419
H -2.0601 -1.0937 -3.9724 0.0181
C -2.2824 5.5611 3.1645 -0.0352
C -3.6572 5.6847 3.3347 -0.6117
C -4.3280 6.7832 2.8073 -0.3353
C -3.6246 7.7539 2.1008 -0.3821
C -2.2501 7.6285 1.9280 -0.4257
C -1.5779 6.5347 2.4637 -0.3795
H -1.7652 4.7060 3.5787 0.3370
H -4.2065 4.9242 3.8794 0.3734
H -5.3990 6.8825 2.9456 0.3561
H -4.1484 8.6080 1.6852 0.3522
H -1.7020 8.3847 1.3761 0.3613
H -0.5054 6.4402 2.3342 0.3908
C 7.4873 0.6018 -1.9228 -0.4038
C 6.2396 0.4642 -2.5224 -0.5096
C 5.0859 0.5034 -1.7464 -0.3529
C 5.1793 0.6901 -0.3708 0.0217
C 6.4268 0.8315 0.2283 -0.6320
C 7.5811 0.7831 -0.5465 -0.3378
H 8.3869 0.5678 -2.5279 0.3434
H 6.1664 0.3253 -3.5958 0.3662
H 4.1135 0.3894 -2.2133 0.4379
H 4.2809 0.7256 0.2328 0.2878
H 6.4993 0.9786 1.3008 0.3711
H 8.5538 0.8879 -0.0784 0.3527
C -1.5291 -8.0593 -0.3144 -0.3398
C -0.8823 -7.7383 -1.5032 -0.3416
C -0.3958 -6.4503 -1.7053 -0.5988
C -0.5475 -5.4852 -0.7139 0.0164
C -1.1912 -5.8076 0.4762 -0.3552
C -1.6859 -7.0928 0.6748 -0.4571
H -1.9116 -9.0627 -0.1581 0.3391
H -0.7579 -8.4925 -2.2737 0.3395
H 0.1027 -6.1982 -2.6352 0.3678
H -0.1644 -4.4815 -0.8683 0.4382
H -1.3083 -5.0553 1.2490 0.3472
H -2.1927 -7.3419 1.6008 0.3564
C 1.5939 3.1817 -4.0449 -0.4368
C 0.6033 3.4267 -3.1000 -0.1297
C -0.5510 4.1128 -3.4628 -0.5241
C -0.7189 4.5458 -4.7742 -0.4006
C 0.2702 4.2976 -5.7201 -0.3993
C 1.4285 3.6194 -5.3549 -0.4576
H 2.4952 2.6494 -3.7607 0.4369
H 0.7313 3.0831 -2.0793 0.3923
H -1.3205 4.3092 -2.7239 0.4171
H -1.6211 5.0765 -5.0585 0.3650
H 0.1384 4.6338 -6.7432 0.3513
H 2.2018 3.4307 -6.0913 0.3718
C 3.2155 -4.0872 6.1157 -0.3700
C 3.6049 -3.3164 5.0251 -0.6249
C 2.6565 -2.8850 4.1033 -0.2932
C 1.3162 -3.2165 4.2770 -0.1265
C 0.9266 -3.9842 5.3695 -0.6240
C 1.8762 -4.4233 6.2867 -0.3256
H 3.9557 -4.4264 6.8327 0.3434
H 4.6489 -3.0522 4.8930 0.3620
H 2.9609 -2.2909 3.2509 0.4671
H 0.5759 -2.8762 3.5601 0.4210
H -0.1185 -4.2413 5.5057 0.3949
H 1.5725 -5.0265 7.1355 0.3480

71
Properties=species:S:1:pos:R:3:mulliken_charge:R:1 method="wB97M-V/def2-TZVPD" spin_multiplicity=1 charge=-2 gap_ev=5.72 e_lumo_ev=4.0
Ti -1.3829 1.1988 0.9344 -0.8546
C -0.8567 0.3803 -3.3288 -2.0430
C -1.1303 0.9685 -1.9858 0.9539
N -1.4472 0.2257 -0.9805 1.7278
N -1.3173 -1.1093 -1.2119 -0.8019
C -2.1612 -1.9327 -0.5823 -0.1804
N -1.8121 -3.2602 -0.8089 -0.3675
S -3.5250 -1.5830 0.3145 -0.4655
C -1.1074 2.4243 -1.7752 0.4213
C -0.7666 3.3224 -2.7837 -0.9216
C -0.8564 4.6759 -2.5163 -0.7693
C -1.2665 5.1052 -1.2669 -0.9569
C -1.5273 4.1566 -0.2951 -0.4315
N -1.4322 2.8548 -0.5487 1.5106
H -1.4972 -0.4890 -3.4628 0.4365
H 0.1783 0.0293 -3.3805 0.1871
H -1.0347 1.0918 -4.1304 0.6056
H -0.8499 -3.4260 -1.0666 0.1582
H -2.2289 -3.9085 -0.1646 0.2843
H -0.4435 2.9721 -3.7497 0.4214
H -0.6081 5.3932 -3.2887 0.3967
H -1.3681 6.1532 -1.0244 0.4682
H -1.8162 4.4260 0.7130 0.1926
F -4.0672 1.6777 -1.8393 -0.1455
C -5.0207 2.2701 -0.9968 -0.1610
F -6.2150 1.8171 -1.5422 -0.2989
F -4.9887 3.6136 -1.4706 -0.3231
S -4.1710 2.8250 1.4099 0.7927
O -3.1057 1.5683 1.2621 0.3487
O -5.2469 2.3086 2.2154 -0.6203
N -3.1693 3.7577 2.6290 -0.6042
S -1.9441 3.2487 3.3236 0.9200
O -0.9601 2.5929 2.3627 -0.8170
O -1.2272 4.1463 4.1918 -0.7110
C -2.3430 1.8723 4.5065 0.7044
F -2.9309 0.8294 3.9317 -0.1617
F -3.1925 2.3654 5.4317 -0.2657
F -1.2516 1.4463 5.1471 -0.2282
O 0.8492 -0.2706 3.3307 -0.6871
C 0.2573 -0.7141 2.3771 0.2367
O -0.9220 -0.2769 1.9761 -0.3078
C 0.7530 -1.8869 1.5511 -1.0294
P 1.6131 -1.4622 -0.0484 0.7937
C 1.5582 -3.1459 -0.8153 -0.1391
C 1.7865 -4.3457 -0.1397 -0.0919
C 1.7191 -5.5603 -0.8041 -0.6435
C 1.4246 -5.5977 -2.1622 -0.4951
C 1.1922 -4.4162 -2.8470 -0.3260
C 1.2544 -3.2010 -2.1736 -0.0648
C 3.3777 -1.4853 0.4731 0.4054
C 4.3530 -1.7945 -0.4774 -0.6305
C 5.7005 -1.7482 -0.1600 -0.6042
C 6.1026 -1.3722 1.1154 -0.4508
C 5.1436 -1.0452 2.0613 -0.6954
C 3.7904 -1.1011 1.7475 -0.3896
H -0.1147 -2.4832 1.2633 0.7180
H 1.4100 -2.4892 2.1810 0.8042
H 2.0277 -4.3288 0.9162 0.2935
H 1.8975 -6.4813 -0.2615 0.3887
H 1.3679 -6.5487 -2.6786 0.3435
H 0.9464 -4.4354 -3.9022 0.4008
H 1.0353 -2.2756 -2.6951 0.0694
H 4.0544 -2.0820 -1.4804 0.3531
H 6.4391 -2.0018 -0.9122 0.3646
H 7.1566 -1.3280 1.3640 0.3521
H 5.4417 -0.7366 3.0564 0.3928
H 3.0595 -0.8326 2.5011 0.3133
O 2.3768 2.3694 -0.3397 -0.6704
C 1.3754 2.3846 0.3514 -0.2011
O 0.6016 1.3734 0.5892 0.5247
H 1.0635 3.3112 0.8697 0.2711

> Which of these has the highest charge?

C39H42BrF10NO4PS